Entry 1:
The following is a quantum chemistry calculation of a 2-piece molecular cluster, C6H13NO overall at a distorted geometry, from the Open Molecules 2025 dataset.

Properties
SMILES: C=CC(N)=C(C)C.O
HOMO-LUMO gap, eV: 9.670
F_max, eV/Å: 2.125

Last column: natural (NBO) charge in e.
Atoms and positions in Å:
C1 0.432 -1.576 -0.411  -0.66
N1 -0.498 0.175 1.640  -0.84
C2 -0.389 0.676 0.278  0.08
C3 -0.029 -0.196 -0.683  0.03
C4 -0.010 0.243 -2.142  -0.64
C5 -1.446 2.863 -0.272  -0.37
C6 -0.388 2.150 0.084  -0.22
H1 1.523 -1.642 -0.496  0.22
H2 -0.050 -2.435 -0.873  0.22
H3 0.323 -1.795 0.657  0.23
H4 -0.013 0.769 2.300  0.36
H5 -1.471 0.297 1.923  0.36
H6 -0.845 0.897 -2.367  0.23
H7 0.927 0.781 -2.319  0.22
H8 -0.001 -0.665 -2.741  0.21
H9 -1.427 3.929 -0.453  0.20
H10 -2.440 2.456 -0.421  0.19
H11 0.588 2.576 0.299  0.21
H12 2.047 -2.515 1.689  0.47
H13 1.110 -3.610 2.194  0.47
O1 2.058 -3.379 2.115  -0.94

=====

Entry 2:
The following is a quantum chemistry calculation of a 2-piece molecular cluster, C6H13NO2 overall at a distorted geometry, from the Open Molecules 2025 dataset.

Properties
SMILES: C=C(C)N(C)C.O=CO
HOMO-LUMO gap, eV: 8.384
F_max, eV/Å: 1.482

Last column: natural (NBO) charge in e.
Atoms and positions in Å:
C1 1.248 -1.362 0.265  -0.40
C2 0.908 0.647 1.666  -0.40
N1 0.314 -0.360 0.783  -0.46
C3 0.617 1.821 -1.778  0.64
O1 0.761 0.958 -2.799  -0.68
O2 1.541 2.509 -1.391  -0.59
H1 1.704 1.046 -3.047  0.49
H2 1.990 0.735 1.514  0.21
H3 0.859 -2.373 0.430  0.19
H4 1.414 -1.216 -0.807  0.19
H5 2.223 -1.311 0.763  0.21
H6 0.482 1.636 1.464  0.21
H7 0.730 0.390 2.715  0.18
C4 -1.542 -1.179 -0.680  -0.66
C5 -1.064 -0.443 0.554  0.21
C6 -1.990 0.115 1.351  -0.55
H8 -0.412 1.818 -1.388  0.14
H9 -0.835 -1.074 -1.508  0.22
H10 -2.496 -0.776 -1.040  0.23
H11 -1.674 -2.244 -0.466  0.22
H12 -3.050 0.022 1.138  0.20
H13 -1.724 0.641 2.260  0.20

=====

Entry 3:
The following is a quantum chemistry calculation of C6H13NO2 as an isolated structure, from the Open Molecules 2025 dataset.

Properties
HOMO-LUMO gap, eV: 9.472
F_max, eV/Å: 0.491

Last column: natural (NBO) charge in e.
Atoms and positions in Å:
C1 1.085 -0.996 0.260  -0.16
C2 -0.785 0.396 0.194  -0.11
C3 1.551 -1.931 -0.851  -0.62
C4 -1.285 0.587 -1.230  -0.64
C5 -1.802 0.927 1.207  -0.62
N1 -0.356 -0.978 0.533  -0.64
C6 1.267 0.467 -0.123  0.77
O1 1.293 1.369 1.486  -0.89
O2 1.798 1.044 -1.001  -0.55
H1 1.649 2.236 1.243  0.48
H2 -0.856 -1.690 0.012  0.36
H3 1.662 -1.185 1.171  0.22
H4 0.261 1.193 0.883  0.45
H5 1.335 -2.963 -0.567  0.22
H6 1.043 -1.713 -1.791  0.21
H7 2.627 -1.841 -1.009  0.23
H8 -2.240 0.066 -1.375  0.20
H9 -2.735 0.355 1.121  0.21
H10 -0.580 0.213 -1.974  0.21
H11 -1.454 1.646 -1.442  0.22
H12 -1.437 0.817 2.228  0.23
H13 -2.039 1.978 1.024  0.21

=====

Entry 4:
The following is a quantum chemistry calculation of a 2-piece molecular cluster, C6H13NO2 overall at a distorted geometry, from the Open Molecules 2025 dataset.

Properties
SMILES: CCC(N)=C(O)O.C=C
HOMO-LUMO gap, eV: 7.751
F_max, eV/Å: 3.016

Last column: natural (NBO) charge in e.
Atoms and positions in Å:
C1 -0.507 1.591 -0.370  0.60
C2 -1.712 -0.973 0.527  -0.39
C3 -1.154 -2.205 0.257  -0.52
C4 2.337 -0.271 -0.466  -0.62
C5 -0.032 0.452 0.251  -0.02
N1 0.410 0.569 1.606  -0.84
C6 0.831 -0.421 -0.630  -0.43
O1 -1.156 1.635 -1.570  -0.69
O2 -0.577 2.779 0.282  -0.67
H1 -1.203 0.750 -1.949  0.50
H2 -1.111 3.381 -0.253  0.50
H3 1.385 0.820 1.694  0.36
H4 -0.147 1.241 2.118  0.37
H5 -2.427 -0.564 -0.180  0.18
H6 -1.889 -0.679 1.553  0.21
H7 0.556 -0.325 -1.683  0.19
H8 -1.430 -2.749 -0.637  0.20
H9 0.408 -1.502 -0.326  0.23
H10 -0.754 -2.801 1.064  0.20
H11 2.851 -0.929 -1.167  0.22
H12 2.669 0.750 -0.660  0.20
H13 2.650 -0.545 0.540  0.21

=====

Entry 5:
The following is a quantum chemistry calculation of C6H13NO2S2 as an isolated structure at a distorted geometry, from the Open Molecules 2025 dataset.

Properties
HOMO-LUMO gap, eV: 9.285
F_max, eV/Å: 4.911

Last column: natural (NBO) charge in e.
Atoms and positions in Å:
C1 0.380 0.552 -2.480  -0.20
C2 1.967 0.691 -1.039  -0.23
C3 0.819 -0.281 -1.183  -0.45
C4 -0.006 -0.011 2.495  -0.65
C5 -1.224 -1.954 1.247  -0.66
C6 -0.996 -0.515 1.443  -0.30
N1 1.318 1.507 -2.041  -0.61
O1 -1.745 -0.202 -1.104  -0.95
O2 -0.417 1.622 0.026  -0.96
S1 -2.539 0.452 1.745  -0.02
S2 -0.632 0.208 -0.241  2.09
H1 0.905 0.022 -3.250  0.18
H2 -0.546 0.991 -2.635  0.23
H3 1.929 1.231 -0.101  0.21
H4 2.881 0.310 -1.278  0.19
H5 0.892 -1.325 -1.326  0.24
H6 0.927 -0.703 2.436  0.19
H7 -0.259 0.333 3.441  0.25
H8 0.271 0.898 2.042  0.25
H9 -1.919 -2.237 0.499  0.25
H10 -1.515 -2.396 2.186  0.23
H11 -0.330 -2.469 0.928  0.21
H12 1.898 1.978 -2.672  0.36
H13 -2.058 1.296 0.863  0.16

=====

Entry 6:
The following is a quantum chemistry calculation of a 2-piece molecular cluster, C6H13NO3 overall at a distorted geometry, from the Open Molecules 2025 dataset.

Properties
HOMO-LUMO gap (alpha / beta), eV: 8.121 / 7.033
F_max, eV/Å: 5.979

Last column: natural (NBO) charge in e.
Atoms and positions in Å:
C1 0.161 -2.761 -0.041  -0.61
C2 -0.753 -1.650 -0.530  -0.44
C3 -0.061 -0.243 -0.389  0.08
C4 -0.858 1.174 -0.528  -0.15
C5 -0.040 2.371 0.025  -0.61
C6 -2.207 1.151 0.105  -0.61
O1 0.821 -0.113 -1.326  -0.34
O2 3.430 0.051 2.073  -0.26
N1 3.943 -0.025 0.917  0.50
O3 5.168 -0.014 0.712  -0.24
H1 -0.141 -3.755 -0.386  0.21
H2 1.141 -2.526 -0.468  0.21
H3 0.253 -2.824 1.052  0.20
H4 -0.941 -1.913 -1.572  0.21
H5 -1.715 -1.675 -0.021  0.19
H6 0.043 -0.180 0.778  0.17
H7 -1.038 1.427 -1.598  0.21
H8 -0.035 2.377 1.110  0.20
H9 0.970 2.325 -0.352  0.23
H10 -0.481 3.305 -0.304  0.21
H11 -2.143 1.055 1.182  0.20
H12 -2.705 2.079 -0.124  0.22
H13 -2.811 0.366 -0.314  0.21

=====

Entry 7:
The following is a quantum chemistry calculation of C6H13NO3 as an isolated structure at a distorted geometry, from the Open Molecules 2025 dataset.

Properties
HOMO-LUMO gap, eV: 9.692
F_max, eV/Å: 2.643

Last column: natural (NBO) charge in e.
Atoms and positions in Å:
C1 1.576 -0.511 -1.817  -0.26
C2 1.261 2.272 0.080  -0.73
C3 0.207 1.852 -0.830  0.38
C4 -0.850 1.953 -1.532  -0.54
O1 0.400 -0.003 -1.230  -0.75
H1 1.430 -1.556 -2.114  0.19
H2 1.870 0.063 -2.706  0.17
H3 2.417 -0.492 -1.112  0.17
H4 1.100 3.332 0.299  0.25
H5 1.216 1.699 1.008  0.28
H6 2.242 2.144 -0.379  0.24
H7 -0.747 0.771 -1.871  0.38
H8 -1.532 2.765 -1.706  0.25
C5 -1.979 -2.240 0.717  -0.70
N1 -0.079 -0.896 1.337  -0.34
C6 -1.214 -1.476 1.768  0.63
O2 0.601 -0.099 2.276  -0.58
O3 -1.549 -1.402 2.949  -0.67
H9 0.060 -0.249 3.081  0.50
H10 0.117 -0.627 0.362  0.43
H11 -1.540 -2.128 -0.274  0.22
H12 -3.008 -1.879 0.704  0.24
H13 -1.998 -3.295 0.989  0.24

=====

Entry 8:
The following is a quantum chemistry calculation of a single C6H13NO3S molecule at a distorted geometry, from the Open Molecules 2025 dataset.

Properties
SMILES: C/C=C/[C@@](N)(CC)S(=O)(=O)O
HOMO-LUMO gap, eV: 10.176
F_max, eV/Å: 4.792

Last column: natural (NBO) charge in e.
Atoms and positions in Å:
C1 -0.243 1.622 -1.019  -0.14
C2 -0.545 0.579 -0.299  -0.25
C3 -1.104 2.801 -1.210  -0.63
C4 0.138 -0.116 2.413  -0.63
C5 1.138 -0.327 1.347  -0.42
C6 0.438 -0.511 -0.030  -0.13
N1 1.524 -0.603 -1.069  -0.84
O1 -1.650 -2.330 0.522  -0.92
O2 0.657 -3.144 -0.120  -0.94
O3 -0.748 -2.039 -1.774  -0.89
S1 -0.407 -2.128 -0.200  2.29
H1 0.762 1.652 -1.334  0.21
H2 -1.554 0.327 0.050  0.22
H3 -1.982 2.669 -0.740  0.21
H4 -1.108 2.965 -2.337  0.22
H5 -0.539 3.597 -0.741  0.22
H6 -0.579 0.804 2.191  0.22
H7 -0.375 -1.034 2.788  0.23
H8 0.679 0.313 3.349  0.22
H9 1.821 -1.080 1.657  0.23
H10 1.867 0.616 1.381  0.23
H11 2.078 -1.382 -0.858  0.39
H12 -1.483 -2.707 -1.929  0.52
H13 1.216 -0.545 -2.037  0.38

=====

Entry 9:
The following is a quantum chemistry calculation of C6H13NO4 as an isolated structure at a distorted geometry, from the Open Molecules 2025 dataset.

Properties
HOMO-LUMO gap, eV: 9.069
F_max, eV/Å: 6.790

Last column: natural (NBO) charge in e.
Atoms and positions in Å:
C1 2.990 0.359 -0.122  -0.22
C2 0.572 0.178 0.678  0.11
C3 -0.095 -1.273 0.393  -0.15
C4 -0.795 -1.077 -0.873  0.05
C5 -1.375 0.452 -0.664  -0.03
C6 -0.626 1.190 0.370  0.04
H1 3.639 0.457 -0.923  0.20
H2 3.668 1.216 0.469  0.14
H3 3.030 -0.546 0.369  0.17
H4 1.005 0.141 1.682  0.21
H5 0.375 -2.427 0.335  0.23
H6 -0.652 -2.217 2.385  0.39
H7 -2.607 -1.592 1.230  0.37
H8 -1.649 -1.664 -1.394  0.22
H9 0.937 -0.609 -1.639  0.48
H10 -0.781 1.132 -1.482  0.22
H11 -2.905 0.563 -1.551  0.48
H12 -1.279 1.147 1.366  0.20
H13 -1.201 3.043 0.602  0.48
N1 -1.082 -1.330 1.511  -0.89
O1 1.655 0.598 -0.304  -0.59
O2 0.250 -1.131 -1.924  -0.72
O3 -2.834 0.924 -0.535  -0.71
O4 -0.240 2.465 0.021  -0.68

=====

Entry 10:
The following is a quantum chemistry calculation of a 3-piece molecular cluster, C6H13NO4 overall at a distorted geometry, from the Open Molecules 2025 dataset.

Properties
HOMO-LUMO gap, eV: 9.622
F_max, eV/Å: 3.563

Last column: natural (NBO) charge in e.
Atoms and positions in Å:
C1 2.946 -1.621 0.826  1.03
C2 -2.521 -1.070 0.829  -0.63
C3 0.072 2.563 0.712  -0.63
C4 -1.672 -1.586 -0.373  -0.22
C5 1.314 2.284 -0.116  -0.10
C6 1.988 0.213 -1.090  0.43
N1 -2.689 -2.360 -1.099  -0.83
O1 2.802 -0.686 1.470  -0.52
O2 3.192 -2.545 0.172  -0.51
O3 3.038 1.040 -1.387  -0.73
O4 1.129 0.861 -0.357  -0.51
H1 -3.015 -1.978 1.328  0.21
H2 -1.878 -0.466 1.542  0.20
H3 -3.132 -0.301 0.482  0.21
H4 -0.276 1.736 1.336  0.23
H5 0.386 3.453 1.324  0.21
H6 -0.633 2.766 -0.065  0.22
H7 -0.872 -2.093 0.034  0.18
H8 -1.370 -0.877 -1.110  0.19
H9 2.137 2.537 0.446  0.18
H10 1.647 2.857 -1.122  0.21
H11 -3.542 -2.106 -0.629  0.35
H12 -2.508 -3.357 -0.979  0.35
H13 3.457 0.737 -2.176  0.50

=====

> Number 9 is which compound?

C6H13NO4